C28H53F3O19S | ωB97M-V/def2-TZVPD

```
104
Properties=species:S:1:pos:R:3
S 1.951 1.816 -1.488
F -0.936 3.278 2.001
F 0.959 2.619 2.714
F -0.539 1.133 2.062
O 5.331 1.784 5.520
O 2.397 3.004 -2.104
O 4.365 -0.263 5.572
O -2.209 -2.426 -4.692
O -3.018 -0.754 -5.983
O -7.944 -1.940 -10.868
O -4.002 -2.788 -5.841
O 0.385 1.715 -1.897
O 6.186 0.048 6.692
O 2.697 0.645 -1.678
O -9.955 -1.938 -9.832
O -0.995 -0.964 7.812
O 10.194 -3.797 8.214
O 1.827 1.890 0.148
O -9.586 -0.463 -11.366
O -2.542 0.386 6.863
O 11.626 -2.155 8.831
O 10.060 -1.683 7.418
O -0.498 0.026 5.958
C 7.292 0.879 7.048
C -1.631 1.552 -0.679
C -1.456 -0.134 6.873
C -9.048 -1.487 -10.703
C -5.002 -2.374 -6.783
C 12.336 -3.083 9.662
C 0.576 2.517 0.437
C 3.836 0.225 3.247
C 3.339 0.196 4.682
C -0.352 2.378 -0.811
C 5.292 0.640 5.892
C 8.981 -2.104 6.580
C -3.075 -1.875 -5.547
C -8.741 -0.716 -13.637
C 10.585 -2.660 8.165
C -1.890 -1.162 8.908
C -9.543 -3.098 -9.108
C -4.478 -2.417 -8.202
C -1.107 -1.582 -4.357
C -0.812 0.924 4.883
C -4.028 5.134 -3.321
C -0.678 2.369 5.322
C -3.994 3.572 -3.122
C -8.755 0.125 -12.377
C -0.021 2.338 1.828
C -2.710 3.224 -2.354
C -2.632 1.764 -1.850
C 13.256 -3.964 8.844
H -1.962 -0.250 9.500
H 4.629 0.963 3.124
H 2.524 -0.523 4.758
H 13.859 -4.599 9.495
H 0.310 2.548 5.748
H -4.903 3.225 -2.625
H -9.499 -3.958 -9.775
H 4.254 -0.745 2.974
H -0.102 0.714 4.095
H -8.580 -2.941 -8.625
H 8.210 -2.615 7.152
H 13.920 -3.356 8.228
H 12.924 -2.481 10.354
H 12.688 -4.606 8.169
H -0.828 3.044 4.483
H -5.383 -1.385 -6.525
H 2.949 1.164 5.001
H -8.184 -0.212 -14.428
H -9.185 1.102 -12.593
H -8.279 -1.687 -13.457
H -3.628 1.386 -1.582
H -1.316 0.500 -0.752
H 3.030 0.470 2.555
H -1.410 2.613 6.092
H 7.923 1.051 6.176
H -0.450 -1.464 -5.218
H 0.834 3.591 0.437
H -0.428 3.406 -1.177
H -4.889 5.578 -2.810
H -9.759 -0.903 -13.983
H -3.954 5.419 -4.375
H -3.132 5.556 -2.841
H -2.136 1.644 0.289
H -1.447 -0.610 -4.003
H -2.669 3.873 -1.458
H 8.549 -1.215 6.132
H -3.674 -1.695 -8.347
H 11.638 -3.673 10.257
H -1.473 -1.952 9.527
H -0.549 -2.066 -3.559
H 6.959 1.826 7.468
H -1.789 3.447 -2.913
H 9.355 -2.748 5.784
H -7.747 0.291 -11.994
H 7.873 0.350 7.800
H -3.915 3.156 -4.137
H -2.308 1.128 -2.689
H -4.067 -3.403 -8.429
H -2.875 -1.470 8.561
H -10.293 -3.285 -8.343
H -1.808 0.712 4.490
H -5.274 -2.193 -8.913
H -5.828 -3.077 -6.676
```

Summary:
* E_tot: -3226.06441 hartree
* highest occupied orbital energy: -0.3986 hartree
* F_max: 0.0482 hartree/bohr
* SMILES: CCCCC[C@@H]1OS(=O)(=O)O[C@@H]1C(F)(F)F.CCOC(=O)OC.CCOC(=O)OC.CCOC(=O)OC.CCOC(=O)OC.CCOC(=O)OC
* total charge: 0
* Kohn-Sham gap: 11.30 eV

***

C5H6FO4Pb | ωB97M-V/def2-TZVPD

```
17
Properties=species:S:1:pos:R:3
Pb 1.736 1.600 -1.759
F -0.167 1.300 -0.880
O -3.134 0.414 -0.216
O 2.996 0.532 -0.566
O -1.340 -0.623 -0.971
O -3.367 -1.164 -1.811
C -0.854 0.282 -0.094
C 3.069 -0.220 0.424
C 1.989 -1.069 0.848
C -2.055 0.887 0.593
C -2.714 -0.484 -1.093
H -2.029 1.980 0.588
H 4.043 -0.311 0.928
H -2.170 0.504 1.613
H 2.125 -1.524 1.834
H 0.237 -0.355 0.490
H 1.635 -1.749 0.069
```

Summary:
* E_tot: -786.99241 hartree
* multiplicity: 2
* highest occupied orbital energy (alpha / beta): -0.6598 / -0.6613 hartree
* expectation value of S²: 0.757
* F_max: 0.0861 hartree/bohr
* total charge: +2
* Kohn-Sham gap (alpha / beta): 7.57 / 6.45 eV

***

C3H13N2O | ωB97M-V/def2-TZVPD

```
19
Properties=species:S:1:pos:R:3
O -1.618 -1.938 1.149
N -0.508 -0.596 -1.114
N 1.784 -0.200 0.202
C -0.070 1.332 0.316
C -0.757 0.868 -0.976
C 1.382 1.230 0.304
H -0.432 2.369 0.343
H -1.581 -2.907 1.255
H 1.151 -0.668 -0.535
H -0.974 -1.121 -0.365
H -0.529 0.786 1.156
H 2.775 -0.333 -0.002
H -0.637 -1.020 -2.022
H 1.738 1.720 -0.635
H -1.807 1.147 -1.048
H 1.646 -0.581 1.141
H 1.910 1.801 1.072
H -2.542 -1.930 0.878
H -0.370 1.345 -1.897
```

Summary:
* E_tot: -306.61246 hartree
* highest occupied orbital energy: -0.5012 hartree
* F_max: 0.0628 hartree/bohr
* total charge: +1
* Kohn-Sham gap: 10.66 eV
* energy above the lowest of the compared OMol25 structures with the same formula, charge and spin: 61.0 kJ/mol

***

C4H5O2S | ωB97M-V/def2-TZVPD

```
12
Properties=species:S:1:pos:R:3
S -1.443 -0.647 2.088
O -1.959 0.660 1.227
O -0.626 -0.255 3.264
C 1.160 -1.001 -2.696
C 0.408 0.857 0.736
C 0.011 -1.032 -2.291
C -0.869 0.066 0.476
H 0.311 1.554 -0.068
H -0.828 -1.028 -1.559
H 1.243 0.155 0.605
H 0.563 1.481 1.572
H 2.029 -0.812 -3.354
```

Summary:
* E_tot: -703.92018 hartree
* highest occupied orbital energy: -0.0969 hartree
* F_max: 0.0356 hartree/bohr
* total charge: -1
* Kohn-Sham gap: 6.51 eV
* energy above the lowest of the compared OMol25 structures with the same formula, charge and spin: 569.2 kJ/mol

***

C44H36F2N2O3P2Sn | ωB97M-V/def2-TZVPD

```
90
Properties=species:S:1:pos:R:3
Sn -0.130 0.783 -1.013
P 2.288 2.055 -1.323
P 2.000 -0.640 -0.512
F -4.156 -4.683 -1.408
F -4.328 4.199 -3.915
O -1.178 -0.882 -0.443
O -0.376 1.517 0.821
O -0.392 1.308 3.030
N 3.054 0.555 -1.074
N -3.239 -1.592 3.019
C -3.470 -2.402 1.910
C 2.060 -1.346 -3.216
C 2.768 2.468 1.399
C -5.129 -3.779 3.255
C -4.610 -4.209 0.840
C -5.275 -0.867 4.195
C 0.995 -3.323 -4.079
C 4.190 -2.896 2.766
C 0.686 -3.730 -2.785
C 2.998 2.983 -3.846
C 2.798 -1.564 0.793
C -2.031 1.502 -3.333
C 5.414 4.024 -2.931
C 2.607 3.188 2.573
C 1.746 -1.751 -1.919
C 1.951 4.408 2.550
C 3.071 -2.148 3.102
C -1.648 -0.271 1.818
C 1.467 4.928 1.355
C -2.990 -2.927 -0.416
C -3.421 3.433 -3.311
C 4.608 -2.993 1.442
C -4.399 -3.465 1.975
C -2.019 3.013 -1.428
C 2.284 2.985 0.202
C 5.081 4.094 -4.279
C -0.735 0.913 1.944
C -3.911 -3.928 -0.337
C -1.563 1.860 -2.069
C -2.977 2.296 -3.961
C 4.540 3.440 -2.030
C -4.361 -3.237 4.451
C 3.912 -2.333 0.444
C 3.877 3.579 -4.737
C 1.628 4.219 0.178
C 2.369 -1.473 2.115
C 1.054 -2.946 -1.705
C -2.764 -2.141 0.725
C 1.689 -2.143 -4.294
C -2.375 -0.599 2.955
C -2.965 3.807 -2.062
C 3.335 2.910 -2.496
C -4.045 -1.763 4.266
C -1.825 -1.048 0.670
H 2.746 -2.087 4.132
H -1.662 3.292 -0.445
H 6.353 4.432 -2.581
H 0.163 -4.663 -2.621
H -4.987 0.184 4.149
H -5.886 -1.012 5.085
H 5.473 -3.591 1.187
H -3.427 -3.792 4.570
H 3.273 1.508 1.422
H 0.969 5.889 1.343
H 3.623 3.642 -5.787
H -2.236 -0.006 3.851
H 1.496 -0.882 2.371
H -2.448 -2.735 -1.330
H 4.223 -2.425 -0.590
H 1.961 -1.847 -5.299
H 4.012 0.569 -0.738
H -4.933 -3.359 5.369
H -5.256 -4.857 3.343
H -3.350 4.705 -1.599
H -6.133 -3.350 3.216
H 1.247 4.623 -0.755
H -5.883 -1.089 3.318
H 2.054 2.584 -4.199
H 4.787 3.411 -0.975
H -5.315 -5.031 0.845
H 0.813 -3.267 -0.698
H -3.369 2.049 -4.939
H 0.692 -3.931 -4.922
H 4.742 -3.412 3.539
H 1.810 4.958 3.471
H -3.401 -1.431 5.080
H 2.621 -0.434 -3.381
H 2.989 2.794 3.505
H -1.681 0.609 -3.834
H 5.765 4.562 -4.975
```

Summary:
* E_tot: -3129.87806 hartree
* highest occupied orbital energy: -0.5022 hartree
* F_max: 0.0247 hartree/bohr
* total charge: +2
* Kohn-Sham gap: 7.30 eV
* energy above the lowest of the compared OMol25 structures with the same formula, charge and spin: 75.2 kJ/mol

***

C20H31N7O5 | ωB97M-V/def2-TZVPD

```
63
Properties=species:S:1:pos:R:3
O 5.049 2.299 2.273
O 3.245 1.313 3.847
O -3.932 3.351 -5.457
O -3.683 -0.483 -2.046
O 5.154 0.313 -1.507
N 2.637 -1.796 2.600
N -2.748 -0.485 -4.083
N 2.735 -3.861 3.479
N 0.090 -5.407 3.756
N 0.231 -1.712 2.172
N -2.764 2.390 -3.851
N -0.942 -3.667 2.810
C 3.438 -2.805 3.129
C 5.725 0.755 -0.273
C -5.233 2.083 -3.938
C -2.336 2.947 0.961
C 0.192 -4.165 3.244
C 3.026 -0.443 2.162
C 1.414 -3.529 3.148
C 1.353 -2.281 2.598
C 4.860 0.352 0.894
C 3.742 -0.439 0.852
C -2.902 2.228 -1.377
C -3.925 2.647 -4.460
C -3.217 -1.810 -4.485
C 3.969 0.288 3.138
C -0.889 -2.439 2.285
C 5.107 0.876 2.274
C -1.985 0.572 0.364
C -3.002 0.080 -2.895
C -2.480 1.522 -2.692
C -1.955 2.000 -0.179
H 5.096 -0.655 -1.516
H 4.407 -0.412 3.856
H -1.581 -0.115 -0.379
H -2.631 -2.578 -3.977
H -3.913 1.929 -1.098
H -6.053 2.536 -4.495
H -3.354 2.742 1.292
H -1.651 2.812 1.799
H -1.370 0.503 1.261
H -1.817 -2.000 1.931
H -3.119 -1.934 -5.564
H 3.345 -0.906 -0.044
H -5.258 1.006 -4.084
H 6.729 0.335 -0.152
H -0.934 2.235 -0.483
H -2.231 0.060 -4.756
H -5.348 2.322 -2.884
H 6.083 0.541 2.642
H 2.506 0.926 4.352
H 0.972 -5.905 3.757
H -1.980 2.865 -4.269
H 2.118 0.158 2.035
H 5.820 1.846 -0.293
H -2.269 3.981 0.623
H 4.515 -2.734 3.250
H -1.395 1.427 -2.658
H -2.923 3.303 -1.563
H -3.009 0.282 0.600
H -4.267 -1.932 -4.206
H -0.746 -5.881 3.443
H 4.287 2.553 2.832
```

Summary:
* E_tot: -1540.23534 hartree
* highest occupied orbital energy: -0.3219 hartree
* F_max: 0.0508 hartree/bohr
* SMILES: Nc1ncnc2c1ncn2[C@@H]1C=C(CO)[C@@H](O)[C@H]1O.CNC(=O)[C@H](CC(C)C)NC(C)=O
* total charge: 0
* Kohn-Sham gap: 9.04 eV

***

C16H22B2F3O15 | ωB97M-V/def2-TZVPD

```
58
Properties=species:S:1:pos:R:3
F 1.918 -8.793 2.998
F -4.892 3.659 -0.684
F 0.340 8.520 -2.553
O -1.992 6.857 -0.669
O -3.481 4.868 -4.708
O -2.096 -0.727 -0.445
O 2.525 -7.551 1.224
O -0.046 6.461 -1.735
O -0.184 -2.610 2.278
O -4.583 4.384 -2.793
O 3.116 -7.092 -0.909
O 3.726 2.386 2.216
O 2.846 2.290 0.029
O -1.613 1.470 0.555
O 0.627 -1.803 0.261
O 2.071 -9.032 -0.418
O -0.966 4.858 -0.435
O -2.591 3.422 -3.218
C 2.795 -4.706 1.394
C 3.732 1.943 1.063
C -0.631 7.600 -2.332
C -4.447 3.286 -1.909
C -3.543 4.279 -3.668
C -0.309 -1.168 2.313
C -1.594 8.074 -1.288
C -2.972 3.043 -1.897
C 2.621 -7.821 -0.109
C 1.500 1.718 0.263
C 1.491 -4.262 0.930
C -0.996 5.956 -0.901
C 0.178 -0.562 0.846
C 1.525 0.297 0.978
C 1.715 -9.644 0.813
C 1.574 -8.466 1.726
B -1.191 0.112 0.333
B 0.936 -2.772 1.323
H -2.447 3.672 -1.174
H 0.583 -8.005 1.718
H 0.788 -10.210 0.716
H 1.867 -2.282 1.930
H 4.570 1.206 0.796
H -2.724 1.999 -1.700
H 0.229 -0.758 3.239
H 1.773 0.347 2.097
H 2.347 -0.327 0.475
H -2.101 1.580 1.392
H 2.512 -10.325 1.125
H -5.040 2.443 -2.276
H -2.813 -0.975 0.183
H 0.830 -4.917 0.245
H -1.123 8.723 -0.545
H 0.987 1.742 -0.746
H -1.097 7.320 -3.281
H 3.754 -4.633 0.797
H -2.451 8.595 -1.716
H 2.882 -5.160 2.445
H -1.431 -0.968 2.421
H 0.996 2.458 0.984
```

Summary:
* E_tot: -2100.76632 hartree
* highest occupied orbital energy: -0.1091 hartree
* F_max: 0.0651 hartree/bohr
* total charge: -1
* Kohn-Sham gap: 5.05 eV
* energy above the lowest of the compared OMol25 structures with the same formula, charge and spin: 317.2 kJ/mol

***

C5H13NO | ωB97M-V/def2-TZVPD

```
20
Properties=species:S:1:pos:R:3
O -2.026 2.537 1.186
N -1.390 0.584 0.168
C 1.632 -2.071 -0.887
C 1.563 -1.295 0.493
C -0.160 2.586 -0.428
C 1.103 -3.471 -0.688
C -1.272 1.934 0.463
H -2.020 -0.067 0.558
H 0.626 3.087 0.184
H 2.198 -0.464 0.548
H 0.944 -1.807 -1.745
H 0.521 1.994 -1.109
H 1.357 -4.063 -1.525
H 0.006 -3.385 -0.488
H 1.893 -2.173 1.149
H 2.607 -2.028 -1.270
H 0.709 -0.976 0.855
H -0.975 0.072 -0.539
H 1.482 -4.003 0.145
H -0.608 3.343 -1.151
```

Summary:
* E_tot: -328.26092 hartree
* highest occupied orbital energy: -0.3715 hartree
* F_max: 0.1225 hartree/bohr
* SMILES: CC(N)=O.CCC
* total charge: 0
* Kohn-Sham gap: 10.87 eV
* energy above the lowest of the compared OMol25 structures with the same formula, charge and spin: 152.1 kJ/mol

***

C6H10O | ωB97M-V/def2-TZVPD

```
17
Properties=species:S:1:pos:R:3
O -1.358 -1.395 -0.515
C -0.994 -0.909 0.783
C 0.011 0.216 0.378
C -0.375 -0.762 -1.347
C 0.877 -0.796 -0.463
C -0.516 0.714 -0.988
C 0.722 1.281 1.189
H 0.998 1.052 2.219
H 1.774 -0.330 -0.853
H 0.259 1.338 -1.446
H 1.115 -1.762 -0.013
H -1.499 1.184 -1.080
H 0.144 2.206 1.178
H -0.439 -1.148 -2.361
H -1.891 -0.670 1.346
H 1.649 1.493 0.648
H -0.476 -1.710 1.324
```

Summary:
* E_tot: -309.79239 hartree
* highest occupied orbital energy: -0.3447 hartree
* F_max: 0.0175 hartree/bohr
* total charge: 0
* Kohn-Sham gap: 10.31 eV
* energy above the lowest of the compared OMol25 structures with the same formula, charge and spin: 131.2 kJ/mol